No. 1
Here is a cluster of 7 separate species, C35H43BBrO28PS6 in total in a non-equilibrium geometry from OMol25. Energies are from the ωB97M-V functional and the def2-TZVPD basis.

Summary:
- Kohn-Sham gap (eV) = 7.62
- LUMO level (eV) = -0.56

Cartesian coordinates (Å):
1 C 4.58869 -1.82207 -3.88533
2 C 3.68958 -0.67034 -3.40852
3 B 2.73806 -0.98825 -2.19485
4 O 1.97002 0.02876 -1.66698
5 C 2.57253 -2.41228 -1.52451
6 C 3.60637 -3.01476 -0.80786
7 C 3.43628 -4.26304 -0.22283
8 P 4.86120 -4.98113 0.70471
9 C 4.60397 -4.22849 2.35799
10 O 4.47521 -6.57331 0.96026
11 C 2.23153 -4.95443 -0.32840
12 C 1.18522 -4.35558 -1.01305
13 C 1.36904 -3.10566 -1.60014
14 C 0.20595 -2.53654 -2.31039
15 O 0.28614 -1.96549 -3.36185
16 C -1.09973 -2.77092 -1.59850
17 C -1.28260 -4.02342 -1.00243
18 C -2.44365 -4.31807 -0.31422
19 C -3.41531 -3.33559 -0.20304
20 C -3.24918 -2.07500 -0.76152
21 C -4.28216 -1.01498 -0.58602
22 C -4.18246 -0.19637 0.53973
23 C -5.08346 0.84171 0.75115
24 C -6.08912 1.04826 -0.18638
25 C -6.20266 0.22056 -1.29562
26 C -5.30001 -0.81146 -1.51128
27 C -2.07890 -1.78518 -1.48389
28 Br -1.86533 -0.06617 -2.24475
29 C -0.15125 -4.99285 -1.11181
30 O -0.31298 -6.17487 -1.23085
31 H 3.99422 -2.72256 -4.00254
32 H 5.02616 -1.55436 -4.84312
33 H 5.40217 -1.96585 -3.17968
34 H 4.27494 0.21494 -3.14136
35 H 3.03077 -0.33987 -4.21386
36 H 2.51652 0.82244 -1.74536
37 H 4.55584 -2.50492 -0.72689
38 H 4.30561 -3.19025 2.26849
39 H 5.51769 -4.32345 2.93484
40 H 3.79817 -4.74760 2.88738
41 H 3.79311 -6.62862 1.64395
42 H 2.07196 -5.91936 0.12939
43 H -2.57866 -5.28354 0.14594
44 H -4.32958 -3.52920 0.33818
45 H -3.38701 -0.36282 1.25327
46 H -4.98364 1.45960 1.63040
47 H -6.77210 1.87214 -0.03770
48 H -7.00038 0.40525 -1.99852
49 H -5.36408 -1.44600 -2.38201
50 O 3.14192 -1.10316 2.53825
51 S 1.99293 -0.50205 3.11382
52 O 1.98075 -0.02160 4.44699
53 O 0.75786 -1.50201 2.89667
54 C -0.28479 -0.85451 2.15079
55 C 0.45149 0.15135 1.29319
56 O 1.49121 0.65925 2.14380
57 H -0.96879 -0.36901 2.85121
58 H -0.82878 -1.58924 1.56028
59 H -0.18622 0.96485 0.95781
60 H 0.92212 -0.32131 0.42882
61 O -7.59831 1.21736 -4.14350
62 S -8.78573 1.72466 -3.56156
63 O -8.84922 2.09834 -2.19270
64 O -9.97481 0.70247 -3.87428
65 C -11.03744 1.37160 -4.57090
66 C -10.34274 2.47444 -5.34243
67 O -9.32446 2.94152 -4.44366
68 H -11.73503 1.77426 -3.83419
69 H -11.55533 0.66864 -5.21694
70 H -11.00932 3.29089 -5.60347
71 H -9.85931 2.09310 -6.24378
72 O -10.55005 4.60774 3.19026
73 S -10.90602 3.24602 3.01955
74 O -11.86600 2.61890 3.85139
75 O -9.56123 2.37536 3.00581
76 C -9.46549 1.62269 1.78778
77 C -10.20211 2.46401 0.76649
78 O -11.32122 2.99433 1.49349
79 H -9.95266 0.65725 1.93846
80 H -8.42310 1.46466 1.52988
81 H -10.54829 1.88415 -0.08298
82 H -9.59252 3.29744 0.41244
83 O 3.45922 5.04783 -1.76317
84 S 2.44618 4.16141 -2.20158
85 O 2.75537 2.89730 -2.76754
86 O 1.47025 4.95494 -3.18907
87 C 0.11990 4.89898 -2.70812
88 C 0.26092 4.79147 -1.20378
89 O 1.39125 3.92817 -1.01967
90 H -0.36205 4.01513 -3.13051
91 H -0.41843 5.79068 -3.01660
92 H -0.61586 4.36104 -0.72860
93 H 0.48650 5.75868 -0.75000
94 O 6.23776 -1.96431 0.95833
95 S 6.97990 -0.79771 1.27456
96 O 6.40073 0.49097 1.15068
97 O 8.36635 -0.83592 0.47738
98 C 9.46576 -0.74358 1.39870
99 C 8.95184 -1.36950 2.67302
100 O 7.58412 -0.93656 2.74944
101 H 9.70409 0.31141 1.54337
102 H 10.33353 -1.26092 1.00000
103 H 9.50173 -1.03730 3.54867
104 H 8.96805 -2.46043 2.61984
105 O 11.77506 3.28074 4.81205
106 S 10.72938 2.41512 4.41021
107 O 10.99500 1.13519 3.85642
108 O 9.75331 3.21339 3.42750
109 C 8.40810 3.19640 3.93469
110 C 8.57826 3.11169 5.43746
111 O 9.69471 2.22518 5.61450
112 H 7.89706 2.31746 3.53590
113 H 7.88422 4.09434 3.62055
114 H 7.70244 2.70914 5.93756
115 H 8.83540 4.08060 5.87003

Atomic forces in eV per Å
C -0.24 0.88 -0.01
C 0.16 -0.33 0.51
B -0.33 -0.04 -0.22
O 0.83 -0.24 0.52
C -0.09 -0.01 -0.29
C -0.25 0.04 -0.36
C 0.04 -0.74 0.87
P 1.00 0.27 -0.58
C -0.49 -0.45 -0.11
O -0.47 0.56 0.30
C -0.12 0.42 -0.29
C 0.36 0.04 0.09
C -0.09 -0.07 0.20
C -0.25 -0.34 0.44
O 0.14 0.53 -0.56
C -0.03 0.41 -0.11
C -0.01 0.30 -0.20
C -0.07 0.17 -0.12
C -0.03 0.04 0.05
C 0.13 0.43 -0.46
C 0.13 -0.05 0.40
C -0.25 0.14 -0.06
C 0.14 -0.47 -0.41
C 0.16 0.04 0.29
C -0.14 0.10 -0.03
C 0.11 0.16 0.43
C -0.21 -0.68 0.20
Br 0.06 -0.06 0.07
C 0.11 0.48 0.19
O -0.21 -0.82 0.17
H 0.15 -0.25 0.02
H 0.13 -0.17 -0.15
H 0.04 -0.34 0.06
H 0.16 0.08 -0.14
H -0.14 0.02 -0.07
H -0.61 0.52 -0.39
H 0.15 -0.03 0.13
H 0.16 0.18 -0.05
H 0.10 0.08 0.09
H -0.06 -0.02 0.06
H -0.03 -0.32 -0.06
H 0.12 -0.15 -0.03
H 0.02 -0.16 -0.02
H -0.07 -0.05 0.08
H 0.08 -0.08 0.03
H -0.07 0.14 0.04
H -0.15 0.03 -0.17
H 0.15 -0.10 0.00
H -0.07 -0.02 -0.11
O 0.19 -0.11 0.29
S -0.27 -0.06 -0.48
O 0.20 0.04 0.06
O 0.10 0.06 -0.10
C -0.17 0.25 0.13
C -0.01 -0.31 -0.58
O -0.28 0.05 0.42
H 0.03 -0.02 0.02
H 0.15 -0.14 0.02
H 0.13 0.14 0.11
H -0.08 0.04 -0.03
O 0.13 -0.09 0.19
S -0.50 0.09 -0.48
O 0.21 0.07 0.09
O 0.17 0.08 -0.16
C -0.28 0.22 0.13
C 0.05 -0.22 -0.35
O -0.17 -0.04 0.32
H 0.00 0.01 -0.02
H 0.15 -0.15 0.05
H 0.11 0.14 0.15
H -0.03 -0.01 0.01
O -0.01 0.04 0.16
S 0.15 -0.14 -0.25
O -0.11 0.10 0.05
O -0.02 0.23 -0.14
C -0.20 -0.32 -0.08
C 0.32 0.21 -0.11
O -0.02 -0.25 0.19
H 0.00 0.01 -0.02
H 0.07 0.11 0.15
H -0.19 0.04 0.05
H 0.03 -0.05 -0.03
O 0.14 -0.03 -0.11
S -0.35 0.16 0.08
O 0.19 -0.17 0.12
O 0.10 0.10 0.24
C -0.28 -0.30 -0.05
C 0.00 0.39 0.08
O -0.05 -0.16 -0.25
H 0.00 0.01 0.02
H 0.18 0.08 -0.08
H 0.11 -0.19 0.04
H -0.03 0.00 -0.02
O -0.02 0.01 -0.19
S 0.26 0.11 0.15
O -0.12 0.04 0.04
O -0.22 -0.32 0.18
C 0.25 0.45 0.15
C 0.19 -0.47 -0.01
O 0.02 0.27 -0.16
H 0.05 -0.03 0.04
H -0.13 -0.07 -0.19
H -0.18 0.16 0.05
H -0.01 0.02 -0.02
O 0.15 -0.07 -0.11
S -0.47 0.22 0.07
O 0.18 -0.20 0.00
O 0.13 0.10 0.23
C -0.30 -0.32 -0.02
C -0.01 0.41 0.05
O -0.04 -0.16 -0.25
H -0.02 0.02 0.01
H 0.18 0.07 -0.09
H 0.12 -0.20 0.04
H -0.02 0.00 -0.02

No. 2
Here is the ion C4H11N2 with charge +2 in a non-equilibrium geometry from OMol25. Energies are from the ωB97M-V functional and the def2-TZVPD basis.

Summary:
- Kohn-Sham gap (alpha / beta) (eV) = 11.07 / 5.49
- net charge = +2
- LUMO level (alpha / beta) (eV) = -9.16 / -14.56
- 2S+1 = 2

Cartesian coordinates (Å):
1 C -2.63996 -0.00084 -0.64916
2 C -1.78902 -0.47530 0.65418
3 C -0.56791 0.40288 0.73403
4 N 2.82006 -0.20522 -0.58092
5 C 1.76845 0.42652 -0.05287
6 N 0.54641 -0.07380 -0.08919
7 H -2.36295 -0.85085 -1.32565
8 H -3.68732 0.20863 -0.43925
9 H -2.24439 0.87284 -1.15910
10 H -1.48664 -1.52119 0.65556
11 H -2.51568 -0.24886 1.44274
12 H -0.32644 0.40203 1.81991
13 H -0.75010 1.41445 0.35508
14 H 3.49496 0.43024 -0.99967
15 H 3.27814 -0.96265 -0.07064
16 H 1.84619 1.48279 0.22051
17 H 0.51215 -1.08216 -0.25251

Atomic forces in eV per Å
C -0.15 1.06 -0.85
C 0.63 -0.38 0.49
C 0.09 0.61 -2.06
N 0.05 0.59 0.75
C -0.09 0.99 -1.40
N 0.26 -1.86 2.11
H 0.03 -0.21 0.44
H 0.08 -0.46 0.31
H 0.08 0.17 -0.10
H -0.42 -0.10 0.22
H -0.22 -0.29 0.05
H -0.17 0.08 0.12
H -0.09 0.31 0.81
H 0.31 0.01 0.43
H -0.47 -0.55 -0.59
H -0.06 -0.01 -0.25
H 0.13 0.02 -0.46

No. 3
Here is a structure of composition C20H23ClN2Pt in a non-equilibrium geometry from OMol25. Energies are from the ωB97M-V functional and the def2-TZVPD basis.

Summary:
- Kohn-Sham gap (alpha / beta) (eV) = 9.01 / 5.61
- net charge = +2
- LUMO level (alpha / beta) (eV) = -6.33 / -10.55
- 2S+1 = 5

Cartesian coordinates (Å):
1 C 0.99974 -4.11066 -2.06142
2 C -0.29777 -4.85487 -2.36693
3 C 1.71353 -3.71516 -3.35321
4 C 1.91957 -4.94982 -1.17840
5 Cl 0.53745 -2.54237 -1.09871
6 H 1.98101 -4.61564 -3.92388
7 H 2.64496 -3.17338 -3.15264
8 H 1.07462 -3.10262 -3.99922
9 H -0.08581 -5.79532 -2.89294
10 H -0.95466 -4.26103 -3.01225
11 H -0.83552 -5.10797 -1.44579
12 H 2.17599 -5.89186 -1.68238
13 H 1.43582 -5.20850 -0.22926
14 H 2.86050 -4.42805 -0.96950
15 C -1.56861 2.25910 -1.12345
16 C -0.55831 1.92063 -2.04939
17 C -0.36049 0.53014 -2.04317
18 H -0.07885 2.63104 -2.72834
19 C -1.25083 -0.07401 -1.06068
20 C -2.01894 1.04616 -0.45706
21 H -2.97452 0.87263 0.04135
22 H -2.02382 3.23892 -0.99810
23 H 0.26663 -0.03915 -2.72017
24 H -1.58444 -1.10481 -0.99105
25 C 1.42397 0.61478 1.89934
26 C 2.05366 1.81731 1.35465
27 C 2.49159 1.53808 0.04875
28 H 2.24538 2.72366 1.91948
29 C 2.19879 0.19683 -0.27620
30 C 1.54568 -0.43071 0.85370
31 H 1.45884 -1.49323 1.08871
32 H 1.24640 0.34379 2.93993
33 H 3.05048 2.23226 -0.58313
34 H 2.49248 -0.32857 -1.17999
35 Pt -0.39689 0.54542 0.81559
36 N -4.90461 5.18742 2.15038
37 C -3.93193 4.59070 2.40890
38 C -2.71572 3.89089 2.74805
39 C -1.96243 4.29292 3.84856
40 C -0.78996 3.60493 4.10983
41 C -0.39379 2.56625 3.26210
42 N -1.10627 2.18047 2.18752
43 C -2.26523 2.83763 1.93714
44 H -2.29900 5.12423 4.46588
45 H -0.14890 3.85470 4.95198
46 H 0.53790 2.04732 3.47812
47 H -2.84768 2.53952 1.06733

Atomic forces in eV per Å
C 0.24 -1.02 -0.57
C -0.29 0.22 0.20
C -0.01 0.45 0.05
C 0.02 0.21 0.39
Cl 0.33 -0.87 -0.60
H -0.16 0.12 0.30
H -0.17 -0.07 0.00
H 0.08 -0.08 0.14
H 0.16 0.27 0.13
H 0.10 -0.08 0.14
H 0.10 0.07 -0.18
H -0.18 0.29 -0.04
H 0.09 0.08 -0.18
H -0.19 -0.05 -0.01
C -0.92 -0.38 0.90
C 0.10 0.55 -0.22
C -0.56 -1.55 0.42
H -0.11 -0.30 0.29
C -0.29 0.94 -0.55
C -0.06 -0.35 -1.49
H 0.24 0.24 -0.26
H 0.28 -0.17 -0.03
H -0.02 0.12 0.16
H 0.27 0.15 -0.32
C 1.34 -0.41 -0.65
C -0.70 -0.68 1.42
C 0.23 0.24 -0.46
H -0.12 -0.06 -0.25
C -0.18 -1.24 0.37
C 0.58 0.61 0.37
H 0.14 0.37 -0.42
H 0.29 0.27 -0.24
H -0.26 -0.23 0.19
H -0.11 0.15 0.16
Pt 0.31 1.78 -0.01
N 2.20 -1.40 0.52
C -1.97 1.14 -0.53
C 0.01 -0.25 -0.51
C 0.08 -0.07 0.06
C 0.32 -0.37 -0.25
C -0.24 0.43 0.41
N -0.76 0.50 0.40
C 0.25 0.23 0.52
H 0.10 -0.22 -0.10
H -0.20 0.00 -0.15
H -0.47 0.22 -0.04
H 0.15 0.20 0.54

No. 4
Here is a cluster of 2 separate species, C4H9NO2 in total from OMol25. Energies are from the ωB97M-V functional and the def2-TZVPD basis.

Summary:
- Kohn-Sham gap (eV) = 7.82
- LUMO level (eV) = 0.66

Cartesian coordinates (Å):
1 N 2.24010 0.10179 1.21696
2 C 1.06567 -0.38568 0.76288
3 O 0.03210 -0.34190 1.51490
4 C 0.87671 -0.95357 -0.50922
5 C -1.29550 -0.51710 0.12811
6 C -1.48342 0.63663 -0.83141
7 O -0.92175 1.80069 -0.27466
8 H 2.32763 0.61557 2.07863
9 H 3.08302 -0.07718 0.70342
10 H 1.55797 -0.67838 -1.30797
11 H 0.61251 -2.00866 -0.43578
12 H -1.48729 -1.46632 -0.36693
13 H -1.92096 -0.41729 1.01103
14 H -1.07020 0.41617 -1.82574
15 H -2.57940 0.75732 -0.95747
16 H -1.03719 2.51790 -0.90675

Atomic forces in eV per Å
N 0.05 0.03 0.03
C -0.03 0.00 -0.02
O 0.03 0.11 -0.20
C 0.35 -0.05 -0.17
C -0.49 -0.01 0.03
C -0.06 -0.39 -0.01
O 0.07 0.36 -0.09
H -0.32 -0.04 -0.10
H -0.09 -0.06 -0.01
H 0.15 -0.21 -0.02
H -0.02 0.22 -0.21
H 0.19 0.10 0.23
H -0.08 0.05 -0.11
H 0.09 -0.05 0.35
H 0.14 -0.04 0.19
H 0.04 -0.02 0.09

Computed values of relative energy (zero: lowest compared OMol25 entry of this formula, charge and spin) (unit: kcal/mol) for the preceding records, in sequence: 0.0 77.1 13.1 117.1.